Entry 1:
Formula: C5H8BrCl
Source: the Open Molecules 2025 dataset
Level of theory: ωB97M-V/def2-TZVPD

Values from the calculation:
net charge: 0
gap between HOMO and LUMO (alpha / beta): 7.1 / 7.0 eV
lowest unoccupied orbital energy (alpha / beta): -0.84 / -0.87 eV

Each line ends with the Mulliken charge.
Positions of all 15 atoms, in Å:
C: -0.373 0.139 -1.286  -1.302
C: 0.548 -0.083 -0.236  1.145
C: -2.187 0.542 -0.748  -0.011
C: 0.958 0.987 0.661  -0.893
C: 0.788 -1.403 0.389  -1.329
Cl: -2.017 1.754 0.421  -0.104
Br: -2.701 -1.101 0.089  -0.148
H: -0.097 1.106 -1.755  0.360
H: -0.400 -0.516 -2.092  0.527
H: 1.595 0.573 1.536  0.299
H: 0.014 1.445 1.013  0.146
H: 1.536 1.761 0.060  0.309
H: 0.667 -2.216 -0.249  0.384
H: -0.069 -1.493 1.117  0.301
H: 1.736 -1.495 1.079  0.315

=====

Entry 2:
Formula: C5H8BrCl
Source: the Open Molecules 2025 dataset
Level of theory: ωB97M-V/def2-TZVPD

Values from the calculation:
net charge: 0
gap between HOMO and LUMO (alpha / beta): 5.6 / 5.9 eV
lowest unoccupied orbital energy (alpha / beta): 0.82 / -3.55 eV
spin multiplicity: 3

Each line ends with the Mulliken charge.
Positions of all 15 atoms, in Å:
C: 0.121 0.144 -0.821  -0.012
C: 0.117 -0.229 0.716  -0.090
C: -1.226 0.306 -0.096  0.215
C: 0.930 1.446 -1.123  -1.031
C: 0.079 -1.569 1.261  -1.158
Cl: -1.766 1.863 0.407  -0.184
Br: -2.680 -0.976 -0.484  -0.274
H: 0.344 -0.676 -1.600  0.385
H: 0.473 0.698 1.198  0.428
H: 0.821 1.625 -2.254  0.296
H: 1.984 1.068 -0.971  0.269
H: 0.510 2.226 -0.449  0.313
H: -0.858 -2.101 0.994  0.282
H: 0.308 -1.555 2.381  0.286
H: 0.842 -2.270 0.840  0.276

=====

Sequential maximum force output: 3.37; 4.44 eV Å⁻¹
Sequential ΔE to the lowest compared entry with this formula, charge and spin output: 323.7; 136.0 kJ/mol
Sequential energy output: -87875.110; -87873.080 eV